Entry from the OMol25 dataset: an isolated ion of composition C3H8N2OS and charge -1 in a non-equilibrium geometry (ωB97M-V with the def2-TZVPD basis set).

Output
2S+1 = 2
net charge = -1
calculated total energy = -701.9791 Ha
energy relative to the best compared isomer or geometry (same formula, charge and spin) = 29.8 kcal per mole
E_HOMO (spin up / spin down) = 1.12 / -5.20 eV

Last column: natural (NBO) charge in e.
Geometry (Å):
N (0.0919, 1.7521, 0.9702)  -0.838
C (-0.1803, 0.3890, 0.4352)  -0.220
C (-1.4692, 0.3017, -0.3887)  -0.694
S (-1.8627, -1.4044, -0.8324)  -0.329
C (0.9487, -0.1485, -0.3876)  0.564
N (1.4140, -1.4036, -0.0424)  -0.891
O (1.5793, 0.6185, -1.1848)  -0.713
H (-0.2366, 2.5127, 0.2904)  0.353
H (-1.1325, -1.9029, 0.1730)  0.031
H (1.1210, 1.9172, 1.0303)  0.361
H (-0.1273, -0.2568, 1.2279)  0.174
H (-1.2289, 0.8730, -1.2826)  0.227
H (-2.1389, 0.6687, 0.3534)  0.203
H (0.8336, -2.2760, 0.0816)  0.399
H (2.3878, -1.6408, -0.4434)  0.372

Forces on atoms 1 to 2 (eV/Å):
N -0.187 1.447 -1.409
C 1.604 1.162 -1.980

---

Entry from the OMol25 dataset: an isolated ion of composition C20H19N4O and charge +1 in a non-equilibrium geometry (ωB97M-V with the def2-TZVPD basis set).

Output
SMILES = Cc1ccccc1[NH2+]c1nc(NCc2ccco2)c2ccccc2n1
net charge = +1
calculated total energy = -1067.5970 Ha
energy relative to the best compared isomer or geometry (same formula, charge and spin) = 0.0 kcal per mole
E_HOMO = -11.43 eV

Last column: natural (NBO) charge in e.
Geometry (Å):
C (2.2141, 3.0157, -1.2613)  -0.666
C (2.7360, 1.9937, -0.3000)  -0.039
C (3.6930, 2.3119, 0.6580)  -0.181
C (4.1635, 1.3600, 1.5452)  -0.169
C (3.6852, 0.0603, 1.4996)  -0.200
C (2.7372, -0.2865, 0.5531)  -0.228
C (2.2869, 0.6774, -0.3321)  0.156
N (1.2601, 0.2953, -1.3166)  -0.549
H (1.3959, -0.6868, -1.5835)  0.456
H (1.3078, 0.9253, -2.1277)  0.459
C (-0.0907, 0.4186, -0.7194)  0.547
N (-0.7443, 1.4885, -1.0164)  -0.514
C (-1.9853, 1.5859, -0.4496)  0.260
C (-2.7653, 2.7183, -0.7158)  -0.223
C (-4.0162, 2.8304, -0.1629)  -0.157
C (-4.5195, 1.8220, 0.6644)  -0.195
C (-3.7718, 0.7033, 0.9390)  -0.159
C (-2.4887, 0.5579, 0.3910)  -0.184
C (-1.6195, -0.5671, 0.6159)  0.499
N (-1.9527, -1.6087, 1.3742)  -0.536
H (-2.8600, -1.6294, 1.8092)  0.415
C (-1.0493, -2.7252, 1.5987)  -0.265
C (-0.5200, -3.2814, 0.3152)  0.276
C (-1.1508, -3.8212, -0.7671)  -0.297
C (-0.1342, -4.1377, -1.7017)  -0.295
C (1.0358, -3.7655, -1.1188)  0.056
O (0.8124, -3.2416, 0.1015)  -0.412
H (2.0554, -3.8424, -1.4423)  0.212
H (-0.2635, -4.5851, -2.6651)  0.242
H (-2.2023, -3.9828, -0.8854)  0.235
H (-1.5992, -3.4897, 2.1497)  0.240
H (-0.1948, -2.3931, 2.1982)  0.229
N (-0.4144, -0.6029, 0.0439)  -0.576
H (-4.1810, -0.0620, 1.5815)  0.208
H (-5.5053, 1.9261, 1.0901)  0.233
H (-4.6198, 3.7012, -0.3661)  0.234
H (-2.3580, 3.4820, -1.3581)  0.236
H (2.3417, -1.2900, 0.5072)  0.241
H (4.0484, -0.6804, 2.1934)  0.233
H (4.9052, 1.6345, 2.2784)  0.233
H (4.0691, 3.3220, 0.7061)  0.228
H (1.1261, 3.0684, -1.2237)  0.249
H (2.5206, 2.7848, -2.2834)  0.219
H (2.6120, 3.9959, -1.0164)  0.247

Forces on atoms 1 to 2 (eV/Å):
C -0.029 0.128 0.041
C -0.091 -0.128 -0.084

---

Entry from the OMol25 dataset: an isolated molecule of C4H4ClNS in a non-equilibrium geometry (ωB97M-V with the def2-TZVPD basis set).

Output
SMILES = ClC1=CCSN=C1
net charge = 0
calculated total energy = -1067.8634 Ha
energy relative to the best compared isomer or geometry (same formula, charge and spin) = 52.1 kcal per mole
E_HOMO = -8.70 eV

Last column: natural (NBO) charge in e.
Geometry (Å):
C (0.8788, 0.1252, 0.3740)  -0.084
C (0.2155, 1.2898, 0.0708)  -0.157
C (-1.2291, 1.3152, 0.3160)  -0.619
C (0.0487, -1.1894, 0.4213)  0.049
H (0.4794, 2.2267, -0.4016)  0.232
H (-1.2652, 1.7481, 1.3445)  0.229
H (-1.6383, 1.9775, -0.3524)  0.228
H (0.5743, -1.9098, 0.9591)  0.188
N (-1.1427, -1.4351, 0.0160)  -0.532
S (-2.1015, -0.1347, -0.3158)  0.493
Cl (2.5876, -0.0639, -0.2178)  -0.028

Forces on atoms 1 to 2 (eV/Å):
C -1.438 1.284 -2.778
C 1.063 -2.279 -0.231